A 2-piece molecular cluster, S2 overall at a distorted geometry. Source: the OMol25 dataset; level of theory: the ωB97M-V functional and the def2-TZVPD basis.

Geometry as XYZ:
```
2
Properties=species:S:1:pos:R:3
S 0.00 0.00 1.67
S 0.00 0.00 -1.67
```

Properties
HOMO level (eV): -9.60
Energy above the lowest of the compared OMol25 structures with the same formula, charge and spin (kcal per mole): 155.33
Lowest unoccupied orbital energy (eV): -5.144
Kohn-Sham gap (hartree): 0.164
DFT total energy (eV): -21662.2613